A structure of composition C35H33FeN8O5S2, computed with the ωB97M-V functional and the def2-TZVPD basis.

XYZ file:
```
84
Properties=species:S:1:pos:R:3:mulliken_charge:R:1
Fe -0.05 0.43 -0.04 0.44
O 0.30 1.36 -1.74 -0.64
C 1.44 1.68 -2.22 0.29
C 1.52 2.17 -3.56 -0.89
C 2.71 2.55 -4.13 -0.38
C 3.91 2.47 -3.42 -0.75
C 3.87 2.00 -2.13 -0.68
C 2.68 1.60 -1.51 0.71
C 2.77 1.10 -0.15 -0.44
N 1.77 0.70 0.55 1.00
N 2.09 0.10 1.77 -0.61
C 0.99 -0.35 2.32 -0.68
O -0.19 -0.21 1.84 0.39
C 1.12 -1.02 3.65 0.57
C -0.03 -1.46 4.30 -0.27
C 0.06 -2.06 5.55 -0.99
C 1.30 -2.23 6.15 -0.41
C 2.45 -1.80 5.50 -0.75
C 2.36 -1.19 4.26 -0.18
H 0.58 2.23 -4.11 0.41
H 2.71 2.92 -5.15 0.37
H 4.85 2.76 -3.88 0.37
H 4.79 1.92 -1.56 0.34
H 3.76 0.98 0.29 0.27
H -0.99 -1.32 3.82 0.46
H -0.84 -2.39 6.05 0.41
H 1.37 -2.70 7.12 0.39
H 3.42 -1.93 5.97 0.39
H 3.25 -0.84 3.74 0.46
N -6.17 -0.02 -5.00 -0.62
C -5.46 -0.30 -3.82 1.12
C -5.46 0.60 -2.76 -0.81
C -4.79 0.31 -1.59 -0.16
C -4.12 -0.90 -1.46 -0.46
C -4.12 -1.82 -2.50 -0.55
C -4.79 -1.52 -3.68 -0.69
S -3.20 -1.28 0.00 1.04
O -3.46 -2.66 0.33 -0.73
O -3.59 -0.29 0.98 -0.83
N -1.69 -1.00 -0.44 -0.23
C -0.80 -1.94 -0.76 0.49
N -1.05 -3.22 -1.10 -0.53
C 0.02 -3.99 -1.28 -0.32
C 1.33 -3.55 -1.15 -0.90
C 1.49 -2.20 -0.88 0.08
N 0.45 -1.40 -0.73 0.22
H -6.29 0.96 -5.17 0.23
H -5.80 -0.49 -5.82 0.23
H -5.98 1.55 -2.87 0.27
H -4.76 1.01 -0.77 0.44
H -3.59 -2.75 -2.38 0.45
H -4.80 -2.23 -4.49 0.28
H -0.19 -5.02 -1.54 0.41
H 2.17 -4.22 -1.28 0.38
H 2.47 -1.74 -0.81 0.40
C -2.07 6.79 1.84 -1.22
C -1.34 5.95 0.80 -0.32
C -0.43 4.89 1.42 -1.07
N -1.16 3.91 2.22 0.22
C -1.62 2.75 1.73 0.09
S -1.72 2.44 0.08 -0.40
N -2.06 1.80 2.62 0.26
C -1.71 1.51 3.93 0.04
O -2.43 0.80 4.59 -0.62
C -0.42 2.00 4.51 0.77
C -0.40 2.39 5.84 -0.79
C 0.79 2.76 6.45 -0.70
C 1.97 2.71 5.73 -0.57
C 1.97 2.29 4.40 -0.62
C 0.77 1.95 3.79 0.84
H -2.73 7.52 1.37 0.38
H -1.36 7.34 2.47 0.29
H -2.68 6.16 2.49 0.29
H -0.72 6.59 0.17 0.42
H -2.05 5.45 0.15 0.21
H 0.29 5.36 2.09 0.58
H 0.11 4.36 0.64 0.30
H -1.12 4.01 3.22 0.39
H -2.63 1.06 2.18 -0.03
H -1.33 2.38 6.40 0.45
H 0.79 3.07 7.48 0.41
H 2.91 2.98 6.20 0.40
H 2.89 2.22 3.84 0.48
H 0.77 1.62 2.75 -0.27
```

**Gap between HOMO and LUMO (spin up / spin down)**: 0.253 / 0.252 Ha
**Net charge**: -1
**E_tot**: -115051.0570 eV
**Highest occupied orbital energy (spin up / spin down)**: -4.38 / -4.36 eV
**Largest force on an atom**: 0.692 eV Å⁻¹
**Relative energy (zero: lowest compared OMol25 entry of this formula, charge and spin)**: 2.75 kcal/mol

=====

A structure of composition C35H33IrN4O2Te in a non-equilibrium geometry, computed with the ωB97M-V functional and the def2-TZVPD basis.

XYZ file:
```
76
Properties=species:S:1:pos:R:3:mulliken_spin:R:1
Ir 0.20 -0.32 0.85 0.10
O -1.74 1.49 -2.11 0.00
C -1.25 1.16 -1.04 0.00
N -0.03 0.63 -0.82 0.00
C 0.77 0.11 -1.92 0.00
C 1.82 -0.84 -1.39 0.00
C 2.70 -1.49 -2.25 0.00
C 3.70 -2.28 -1.71 0.00
C 3.83 -2.38 -0.33 0.00
C 2.91 -1.74 0.47 0.00
N 1.92 -1.00 -0.05 0.00
C -1.99 1.36 0.27 0.00
C -3.10 2.17 0.36 0.00
C -3.67 2.39 1.61 0.00
C -3.09 1.81 2.72 0.00
C -1.99 0.98 2.56 0.00
N -1.45 0.76 1.36 0.00
H 1.28 0.93 -2.44 0.00
H 0.14 -0.39 -2.67 0.00
H 2.59 -1.37 -3.32 0.00
H 4.39 -2.80 -2.36 0.00
H 4.62 -2.97 0.12 0.00
H 2.93 -1.81 1.54 0.00
H -3.49 2.61 -0.55 0.00
H -4.54 3.02 1.71 0.00
H -3.49 1.97 3.71 0.00
H -1.51 0.48 3.39 0.00
C -7.42 -6.43 -2.41 0.00
C -6.33 -5.49 -1.99 0.02
C -5.95 -4.43 -2.79 -0.01
C -4.93 -3.55 -2.42 -0.02
C -4.56 -2.43 -3.36 0.03
C -4.31 -3.75 -1.18 0.03
Te -2.85 -2.30 -0.63 0.69
N -0.68 -2.04 0.44 0.20
C -0.05 -2.75 1.34 -0.05
O 0.59 -2.06 2.22 0.01
C 0.01 -4.23 1.36 0.01
C 0.42 -4.88 2.52 0.00
C 0.50 -6.26 2.55 0.00
C 0.17 -7.00 1.42 0.00
C -0.23 -6.36 0.25 0.02
C -0.30 -4.97 0.22 0.06
C -3.77 -1.86 1.23 0.07
C -3.18 -2.24 2.43 -0.01
C -3.83 -2.00 3.63 0.00
C -5.07 -1.39 3.63 0.00
C -5.65 -1.01 2.43 0.00
C -5.02 -1.23 1.21 -0.04
C -5.72 -0.84 -0.07 0.03
C -4.65 -4.83 -0.36 -0.07
C -3.98 -5.12 0.96 0.01
C -5.66 -5.68 -0.78 -0.01
H -7.88 -6.12 -3.34 0.00
H -8.20 -6.49 -1.65 0.00
H -7.02 -7.44 -2.55 0.00
H -6.44 -4.28 -3.75 0.00
H -5.03 -2.58 -4.33 0.00
H -3.48 -2.38 -3.53 0.00
H -4.88 -1.46 -2.98 -0.01
H 0.67 -4.29 3.39 0.00
H 0.81 -6.77 3.45 0.00
H 0.23 -8.08 1.44 0.00
H -0.47 -6.93 -0.63 0.00
H -0.58 -4.46 -0.69 -0.04
H -2.22 -2.74 2.43 -0.02
H -3.37 -2.31 4.56 0.00
H -5.59 -1.20 4.56 0.00
H -6.63 -0.53 2.43 0.00
H -6.52 -0.13 0.14 0.00
H -6.16 -1.71 -0.55 -0.01
H -5.04 -0.37 -0.78 -0.01
H -2.93 -4.81 0.97 0.00
H -4.00 -6.19 1.17 0.00
H -4.49 -4.61 1.77 0.00
H -5.93 -6.53 -0.16 0.00
```

**Multiplicity**: 2
**<S²>**: 0.76
**Gap between HOMO and LUMO (spin up / spin down)**: 0.266 / 0.233 Ha
**Net charge**: +1
**E_tot**: -57012.8139 eV
**Highest occupied orbital energy (spin up / spin down)**: -10.40 / -10.76 eV
**Largest force on an atom**: 1.052 eV Å⁻¹

=====

A cluster of 6 separate species, C35H33N7O12 in total in a non-equilibrium geometry, computed with the ωB97M-V functional and the def2-TZVPD basis.

XYZ file:
```
87
Properties=species:S:1:pos:R:3:mulliken_charge:R:1
C -4.22 -3.81 -3.60 -0.61
C -3.36 -4.09 -4.70 -0.14
C -2.28 -4.68 -5.84 0.43
C -0.78 -4.45 -5.15 -0.19
N 0.24 -5.49 -5.58 -0.67
O -2.62 -6.09 -6.05 -0.29
C -2.26 -6.56 -7.40 0.48
N -1.60 -7.94 -7.52 -0.47
O -2.47 -5.91 -8.55 -0.56
H -4.70 -3.84 -2.51 0.18
H -2.45 -3.99 -6.79 0.31
H -0.36 -3.38 -5.40 0.33
H -0.92 -4.56 -3.98 0.08
H 0.24 -5.56 -6.64 0.29
H -0.06 -6.42 -5.23 0.28
H -1.62 -8.28 -8.51 0.30
H -0.64 -7.92 -7.12 0.26
C 3.11 -1.62 -0.34 -0.52
C 1.91 -1.86 0.34 0.08
C 1.01 -2.80 -0.15 -0.66
C 1.31 -3.50 -1.32 0.12
C 2.50 -3.26 -2.01 -0.31
C 3.40 -2.31 -1.52 -0.54
N 0.37 -4.51 -1.83 1.01
O -0.68 -4.69 -1.20 -0.59
O 0.69 -5.14 -2.85 -0.61
H 3.81 -0.88 0.05 0.42
H 1.69 -1.31 1.26 0.31
H 0.08 -2.98 0.40 0.45
H 2.75 -3.79 -2.93 0.47
H 4.33 -2.11 -2.04 0.38
C 0.75 4.83 -0.23 -0.47
C -0.42 4.08 -0.07 -0.75
C -0.36 2.83 0.54 -0.17
C 0.87 2.34 1.00 -0.07
C 2.04 3.09 0.84 -0.15
C 1.97 4.34 0.22 -0.77
N 0.93 1.03 1.67 1.01
O -0.12 0.39 1.77 -0.58
O 2.03 0.65 2.09 -0.54
H 0.70 5.81 -0.70 0.63
H -1.37 4.47 -0.43 0.44
H -1.28 2.25 0.65 0.59
H 3.01 2.72 1.18 0.44
H 2.88 4.93 0.09 0.38
C 0.65 9.65 4.24 -0.37
C -0.31 8.65 4.05 -0.47
C -0.56 8.15 2.77 -0.23
C 0.16 8.67 1.68 0.10
C 1.11 9.68 1.86 -0.36
C 1.35 10.17 3.15 -0.44
N -0.09 8.14 0.33 0.96
O -0.95 7.26 0.20 -0.55
O 0.59 8.60 -0.60 -0.58
H 0.84 10.03 5.24 0.36
H -0.85 8.25 4.90 0.36
H -1.30 7.37 2.64 0.43
H 1.67 10.09 1.02 0.43
H 2.09 10.95 3.30 0.36
C -5.74 -1.29 0.56 -0.60
C -5.71 0.05 0.95 -0.55
C -4.85 0.95 0.30 -0.21
C -4.03 0.49 -0.73 0.08
C -4.05 -0.86 -1.12 -0.27
C -4.91 -1.75 -0.47 -0.23
N -3.15 1.43 -1.43 1.02
O -3.14 2.61 -1.05 -0.57
O -2.46 0.99 -2.37 -0.60
H -6.41 -1.98 1.06 0.38
H -6.36 0.40 1.75 0.37
H -4.84 1.99 0.62 0.43
H -3.41 -1.23 -1.92 0.56
H -4.94 -2.79 -0.76 0.19
C 3.60 -0.77 4.58 -0.37
C 2.44 -1.52 4.74 -0.30
C 2.49 -2.78 5.35 -0.34
C 3.72 -3.27 5.81 0.03
C 4.89 -2.51 5.65 -0.31
C 4.83 -1.26 5.03 -0.50
N 3.78 -4.57 6.48 0.96
O 2.73 -5.21 6.58 -0.58
O 4.88 -4.95 6.90 -0.59
H 3.55 0.21 4.11 0.38
H 1.48 -1.13 4.39 0.38
H 1.58 -3.35 5.46 0.42
H 5.86 -2.88 6.00 0.43
H 5.73 -0.67 4.90 0.38
```

**Structure (SMILES)**: C#C[C@@H](CN)OC(N)=O.O=[N+]([O-])c1ccccc1.O=[N+]([O-])c1ccccc1.O=[N+]([O-])c1ccccc1.O=[N+]([O-])c1ccccc1.O=[N+]([O-])c1ccccc1
**Gap between HOMO and LUMO**: 0.300 Ha
**E_tot**: -71810.2094 eV
**Highest occupied orbital energy**: -9.25 eV
**Largest force on an atom**: 10.047 eV Å⁻¹
**Relative energy (zero: lowest compared OMol25 entry of this formula, charge and spin)**: 64.07 kcal/mol